*a*
12
Properties=species:S:1:pos:R:3 method="wB97M-V/def2-TZVPD" orbital_gap_ev=9.39 smiles="S[C@@H]1C=COC1" e_homo_ev=-8.472
H -0.13249 2.19692 0.59566
C 0.11379 1.16106 0.27462
C 1.28546 0.82606 -0.32634
O 1.41313 -0.51515 -0.49723
C 0.35446 -1.23095 0.12552
H 0.86461 -1.81709 0.93656
H -0.07619 -1.87685 -0.60468
H 2.00623 1.49002 -0.80481
C -0.66593 -0.08860 0.56861
H -1.88631 0.11245 -1.55997
H -0.97062 -0.26732 1.59298
S -2.30615 0.00945 -0.30090


*b*
12
Properties=species:S:1:pos:R:3 method="wB97M-V/def2-TZVPD" orbital_gap_ev=8.99 smiles="C=COC(C)=S" e_homo_ev=-8.855
C 2.46626 -0.48808 -0.05477
C -1.13137 -0.11183 -0.08362
H 3.28255 -1.20724 0.02653
H -1.14667 1.96557 -0.42691
C -1.81125 1.16567 0.04414
H -2.73903 1.11445 -0.48092
H -1.99346 1.36678 1.10054
H 2.72737 0.45262 -0.45802
C 1.21651 -0.81919 0.14614
O 0.18193 0.06432 -0.03873
H 0.80951 -1.89514 0.27035
S -1.86236 -1.60795 -0.04473


Stability summary: most stable *a*, least stable *b*.


*a*
12
Properties=species:S:1:pos:R:3 method="wB97M-V/def2-TZVPD" orbital_gap_ev=9.69 smiles="C=CSC(C)=O" e_homo_ev=-8.891
H 1.48242 1.19097 1.01512
C -1.14054 0.26895 0.10301
H 2.92950 -0.89424 -0.75036
O -0.87246 1.43148 0.00469
H 3.60892 0.70644 -0.18787
H -2.30424 -1.35113 -0.66008
S 0.31495 -0.88277 0.21260
H -3.16480 0.30097 -0.57743
C -2.42532 -0.40704 -0.07985
C 1.61366 0.34649 0.33606
C 2.80425 0.05198 -0.24717
H -2.84634 -0.76210 0.83129


*b*
12
Properties=species:S:1:pos:R:3 method="wB97M-V/def2-TZVPD" orbital_gap_ev=9.77 smiles=C1OC[C@H]2S[C@@H]12 e_homo_ev=-8.843
H -2.11584 0.10874 -0.77913
O -0.88064 -1.03560 0.37084
S 0.66746 0.19003 -1.93886
C -1.29192 0.24869 0.02009
H -0.08364 1.97320 -0.44923
H 2.09849 0.56635 0.13910
H 0.78742 -0.82132 1.64263
C 0.47900 -1.06161 0.61310
H 0.93954 -1.92383 0.20689
H -1.64770 0.70028 0.88788
C -0.07049 0.91813 -0.51800
C 1.11832 0.13693 -0.19530


Stability summary: most stable *a*, least stable *b*.


*a*
12
Properties=species:S:1:pos:R:3 method="wB97M-V/def2-TZVPD" orbital_gap_ev="7.56 / 7.55" e_homo_ev="-8.531 / -8.529"
H 0.77967 -0.01349 -1.36097
O 1.06041 0.53744 1.67674
C -0.26603 -1.13338 0.33219
H -0.81838 0.81825 1.20887
C 0.05114 0.27547 0.88273
C -0.01683 -0.02854 -0.60072
H 0.39312 -1.96534 0.30122
H -0.93118 0.12903 -1.06788
H 1.39278 2.20769 -0.28704
C 2.00351 2.06899 0.72004
S 3.36876 2.38039 1.36747
H -1.31557 -1.65256 0.44277


*b*
12
Properties=species:S:1:pos:R:3 method="wB97M-V/def2-TZVPD" orbital_gap_ev=9.40 e_homo_ev=-8.604
H -0.27465 1.66309 1.05364
H 1.73843 1.50278 -0.54091
C 0.94505 -0.44777 -0.53698
H -0.01259 -3.02455 -1.07001
S -1.10563 -2.38678 -0.76835
H 0.19893 -1.60207 1.34895
O -1.12461 0.03581 0.28447
C -0.40633 1.19933 0.04009
C -0.26181 -0.98225 0.05405
H -1.01729 2.00722 -0.37190
H 1.61311 -1.25153 -1.03044
C 0.91747 0.85515 -0.49429


*c*
12
Properties=species:S:1:pos:R:3 method="wB97M-V/def2-TZVPD" orbital_gap_ev=8.65 smiles="C=C1C[C@@H](O)S1" e_homo_ev=-8.123
C -0.45890 0.81841 -0.03296
H 1.88801 0.14748 1.56427
H 0.53970 -0.85776 -1.06502
H -2.61465 0.73125 0.31560
O 2.75186 -0.53836 -0.14085
C 1.68173 -0.04422 0.46307
C -1.72655 1.25351 0.04002
H -2.08574 2.26397 0.00742
C 0.28600 -0.55723 -0.08970
S 0.89544 1.94324 -0.05653
H -0.09955 -1.32553 0.71682
H 2.68036 -0.29455 -1.04156


*d*
12
Properties=species:S:1:pos:R:3 method="wB97M-V/def2-TZVPD" orbital_gap_ev=8.46 smiles="C[C@H]1O[C@H]1C=S" e_homo_ev=-8.903
H 0.40535 1.59815 0.69972
H 1.15125 1.69074 -0.90203
C 1.10829 0.99059 0.09409
C -0.55745 -0.95115 -0.26514
H -1.06311 -1.65936 -1.00166
C 0.78996 -0.37340 -0.33778
C -1.57082 -0.04224 0.45691
O 0.48972 -1.51877 0.51738
H 2.15716 0.87164 0.48865
H -1.24778 0.18294 1.56204
H 1.38960 -0.71782 -1.25796
S -3.05219 -0.07132 -0.05421


Stability summary: most stable *c*, least stable *a*.


*a*
10
Properties=species:S:1:pos:R:3 method="wB97M-V/def2-TZVPD" orbital_gap_ev=7.28 e_homo_ev=-8.917
N -0.67088 1.23984 0.04880
C 0.77738 -0.53533 -0.36823
O -0.55621 0.79202 1.36170
C 0.07982 0.61291 -0.75189
S -0.09948 -0.80910 3.31758
C 0.13229 -0.15514 1.85260
H -1.11438 -0.24596 -2.92185
H 1.05520 -1.10965 -1.15584
S -0.38478 1.19726 -2.27862
N 0.78102 -0.98685 0.89575


*b*
10
Properties=species:S:1:pos:R:3 method="wB97M-V/def2-TZVPD" orbital_gap_ev=7.01 e_homo_ev=-9.387
C 1.02425 -0.15475 0.20300
S -1.45067 -0.98065 -0.81501
O -2.11438 1.93322 -0.03958
C -0.34831 0.50478 -0.09342
S 2.39485 0.65797 0.60499
C 0.94615 -1.47102 0.13512
H 1.77073 -2.10887 0.42063
N -0.20442 -2.09643 0.05082
N -0.82047 1.72827 0.29737
H -2.52098 1.10895 -0.64916


*c*
10
Properties=species:S:1:pos:R:3 method="wB97M-V/def2-TZVPD" orbital_gap_ev=7.32 smiles="S=c1ncc(=S)o[nH]1" e_homo_ev=-8.885
N 0.02584 1.00509 1.04588
C -0.07683 -0.20578 1.24541
C -0.14115 -1.33458 0.33492
H 0.13068 0.56622 -2.31728
H -0.23375 -0.65750 2.20342
S 0.43183 2.84333 -0.83398
C 0.09211 1.27122 -0.37845
O -0.26245 -0.96387 -0.97363
N -0.04332 0.25943 -1.25549
S 0.07703 -2.78356 0.92920


Stability summary: most stable *c*, least stable *a*.


*a*
13
Properties=species:S:1:pos:R:3 method="wB97M-V/def2-TZVPD" orbital_gap_ev=10.03 smiles="C=NOC1CC1" e_homo_ev=-9.174
H 0.77984 0.64054 2.80137
C -1.54637 -0.87964 -2.32039
C 0.58603 0.82620 1.67546
O -0.91793 -0.07927 -0.07374
H -0.16240 1.71627 1.64075
H -2.36798 -0.15915 -2.19287
H 1.29294 1.30221 -0.31256
C 0.18788 -0.33097 0.73818
N -0.75622 -0.96159 -1.15440
H 2.50478 0.50955 0.86746
H 0.46304 -1.48128 0.77167
C 1.39205 0.65159 0.53629
H -1.45564 -1.75446 -2.97723


*b*
13
Properties=species:S:1:pos:R:3 method="wB97M-V/def2-TZVPD" orbital_gap_ev=10.38 e_homo_ev=-9.614
H -0.06961 -1.84685 0.96149
C -0.84352 0.47732 0.84543
H -1.08966 1.54368 0.86615
C 0.45737 -1.08305 0.38395
H 1.38988 -1.48014 -0.03676
H 0.60935 1.90443 -0.41823
C 0.83660 0.84191 -0.27922
N 0.62670 0.25034 1.10519
H -1.51432 -0.11213 1.47580
C -0.36116 -0.11233 -0.47722
H -0.69330 -0.65553 -2.29925
O -1.20380 -0.32614 -1.55030
H 1.85549 0.59849 -0.57704


Stability summary: most stable *b*, least stable *a*.


*a*
13
Properties=species:S:1:pos:R:3 method="wB97M-V/def2-TZVPD" orbital_gap_ev=10.71 smiles=O[C@H]1C[C@H]2N[C@@H]12 e_homo_ev=-9.778
H 0.46630 -1.97086 -0.62240
C 0.17873 -1.07487 -0.06875
C -0.52995 0.95282 -0.35715
H 1.13101 0.26680 -1.52762
H -0.78054 1.90811 -0.81608
H -2.06587 -0.84614 -0.72403
O 1.93824 0.72162 0.25192
N -1.29971 0.54815 0.81053
C -1.18248 -0.40457 -0.26984
C 0.83112 0.26681 -0.47394
H -0.71088 0.23491 1.58733
H 0.29700 -1.21644 1.02215
H 1.72703 0.61365 1.18786


*b*
13
Properties=species:S:1:pos:R:3 method="wB97M-V/def2-TZVPD" orbital_gap_ev=8.72 smiles="C=CN1CCO1" e_homo_ev=-7.864
C -0.04292 0.29769 -1.24867
H -1.07502 -0.06845 -1.30770
H 1.23735 2.09903 -1.53816
H -0.72926 -2.12689 0.14416
N 0.69916 -0.05789 0.34364
H 0.41627 -0.23677 -2.04305
H -0.34644 2.34571 -0.49436
C -0.03370 -0.70186 1.31772
H -0.11229 -0.42189 2.33966
O 1.11164 1.35488 0.30535
H -0.97673 -2.33227 1.98440
C -0.62433 -1.85577 1.11547
C 0.47625 1.70448 -0.91846


*c*
13
Properties=species:S:1:pos:R:3 method="wB97M-V/def2-TZVPD" orbital_gap_ev=10.04 smiles="CC1=NO[C@@H]1C" e_homo_ev=-9.149
O -0.94054 1.86280 -0.06979
H -2.60323 -0.54484 0.16700
C -0.75921 0.31249 -0.47301
H -0.98851 0.35615 -1.53852
H 1.78805 -1.11795 -0.47297
C 0.63467 0.63437 -0.10830
H 2.72379 0.37544 -0.27505
H -1.27969 -0.73642 1.32719
C -1.53581 -0.73752 0.26977
C 1.85538 -0.18029 0.07677
H 2.00951 -0.40085 1.13410
N 0.42445 1.89704 0.11761
H -1.32885 -1.72043 -0.15479


*d*
13
Properties=species:S:1:pos:R:3 method="wB97M-V/def2-TZVPD" orbital_gap_ev=10.47 smiles=C1N[C@H]1[C@H]1CO1 e_homo_ev=-9.678
H 0.14642 -1.45191 -1.63805
C -0.79594 -0.88234 -1.60333
H 1.33124 1.42357 1.91367
H -0.20333 0.41632 2.00118
H 1.19749 1.34408 -0.62788
H 0.83554 -1.21522 0.74835
N 1.37567 -0.35303 0.68016
H -1.36466 1.12097 -0.87257
H -1.84507 -1.25290 -1.08386
O -1.28016 -0.80662 0.01812
C -0.70181 0.27515 -0.69196
C 0.68350 0.69457 1.43265
C 0.60223 0.64573 -0.04685


Stability summary: most stable *a*, least stable *b*.


*a*
13
Properties=species:S:1:pos:R:3 method="wB97M-V/def2-TZVPD" orbital_gap_ev=9.75 e_homo_ev=-9.097
O 0.04895 -0.77916 0.70873
H 2.88133 0.78409 -0.25920
H 2.60851 -0.26522 1.16131
N 0.22679 1.22814 -0.31499
C -1.21294 -0.40428 0.71108
H -2.72498 -1.57678 -0.48170
H -3.03901 -1.76449 -1.13759
C 2.32074 -0.06889 0.12412
H -1.79713 0.92803 -0.86777
C -1.16388 0.94090 0.02808
H 2.55598 -0.96302 -0.46159
H -1.57384 1.71229 0.69398
C 0.86947 0.22838 0.09555


*b*
13
Properties=species:S:1:pos:R:3 method="wB97M-V/def2-TZVPD" orbital_gap_ev=10.95 smiles="CC(=O)[C@H]1CN1" e_homo_ev=-9.979
N -1.49740 0.44215 -1.17305
H -2.48796 -1.01223 0.07860
C 0.59286 0.45499 0.19133
H -1.82433 0.45032 0.99147
C -1.79811 -0.17506 0.10110
H 2.46472 0.22171 1.23286
C -0.45503 -0.32708 -0.51809
C 1.86745 -0.28367 0.47091
O 0.45398 1.64424 0.40513
H -1.26093 1.42420 -1.02448
H 1.71448 -1.34184 0.71990
H 2.38272 -0.23706 -0.48596
H -0.15246 -1.26067 -0.98972


*c*
13
Properties=species:S:1:pos:R:3 method="wB97M-V/def2-TZVPD" orbital_gap_ev=10.16 smiles="C=NC(=C)CO" e_homo_ev=-9.305
O -2.24706 0.44024 -0.35089
H 0.39128 -2.14933 0.73473
C -0.76627 1.01624 -0.16193
C -0.42692 -1.48675 0.49625
C 2.20305 0.01613 -0.27372
H 2.01401 -0.64454 -1.13108
H -0.43505 1.28058 -1.16846
C -0.21931 -0.19820 0.36929
H -1.43479 -1.86705 0.47786
H 3.24957 0.22573 -0.05504
N 1.31882 0.43561 0.51172
H -0.78196 1.83214 0.56251
H -2.86537 1.09919 -0.01125


*d*
13
Properties=species:S:1:pos:R:3 method="wB97M-V/def2-TZVPD" orbital_gap_ev=11.53 smiles=CCOCC#N e_homo_ev=-10.668
H -1.56232 1.35318 -0.31807
C 1.80257 -0.63838 -0.08250
H 2.09633 1.03696 1.15134
C -0.83122 0.53627 -0.27362
H -0.79826 -1.61444 0.05724
C 1.47143 0.75611 0.29869
O 0.14480 0.91894 0.69744
H -0.35866 0.44987 -1.26341
N 2.02401 -1.72892 -0.39817
H -1.89107 -0.71723 1.13531
H -2.33496 -0.98158 -0.56538
H 1.73683 1.40293 -0.55267
C -1.49949 -0.77372 0.11381


Stability summary: most stable *d*, least stable *a*.


*a*
13
Properties=species:S:1:pos:R:3 method="wB97M-V/def2-TZVPD" orbital_gap_ev=11.44 e_homo_ev=-10.851
C -1.16418 -0.81203 0.20202
H 1.65331 1.25319 0.19140
H -2.20804 -0.54988 0.00131
H -0.41657 0.77996 -1.06619
N 2.11176 -1.42817 -1.45105
H -1.10370 -1.23731 1.20662
O -0.81264 1.53133 0.79368
C -0.31408 0.41700 0.09349
C 1.73083 -0.67544 -0.66050
H -0.83829 1.69098 -0.23961
C 1.18275 0.27031 0.30953
H -0.80950 -1.53474 -0.53597
H 1.37995 -0.06746 1.33093


*b*
13
Properties=species:S:1:pos:R:3 method="wB97M-V/def2-TZVPD" orbital_gap_ev=10.56 smiles="C[C@H]1CN1C=O" e_homo_ev=-9.673
O -1.51879 -2.34532 1.25542
N -0.43476 -0.58511 0.30990
H 2.22811 0.33051 -0.73928
H 0.50762 -2.08190 1.32544
C -1.20310 0.56179 -0.00905
C 1.23500 0.70756 -1.00558
H -1.83347 0.99407 0.76752
C -0.49804 -1.73188 1.03064
H 0.64377 1.11133 1.08988
H 1.34422 1.73541 -1.36286
H 0.84605 0.08988 -1.82038
H -1.61445 0.59003 -1.01690
C 0.29785 0.62362 0.17524


Stability summary: most stable *b*, least stable *a*.